Entry 1:
ORCA calculation (ωB97M-V/def2-TZVPD) on a cluster of 15 separate species, C37H76BrCl28N3O5P in total in a non-equilibrium geometry.

Atoms and positions in Å:
C -2.98 5.38 1.40
C -3.61 4.08 0.72
O -2.63 3.21 0.15
C -2.57 3.26 -1.27
C -3.88 2.62 -1.92
Br -4.26 0.81 -1.14
C -3.85 2.53 -3.49
C -4.64 3.75 -4.15
C -2.50 4.74 -1.79
N -1.76 4.85 -3.10
C -0.48 4.32 -2.83
N 0.61 5.04 -2.88
O 0.62 6.36 -3.18
N -0.30 2.96 -2.50
P 0.26 2.02 -3.86
O 1.72 2.38 -4.08
O 0.19 0.39 -3.60
O -0.54 2.31 -5.29
C -1.39 2.33 -1.70
H -3.32 6.27 0.79
H -3.42 5.55 2.42
H -1.87 5.34 1.46
H -4.08 3.52 1.57
H -4.45 4.38 0.05
H -4.80 3.22 -1.67
H -4.32 1.57 -3.80
H -2.83 2.56 -3.93
H -5.17 4.37 -3.40
H -5.37 3.42 -4.92
H -3.88 4.41 -4.64
H -3.50 5.22 -1.86
H -1.88 5.33 -1.05
H -1.73 5.83 -3.39
H 1.52 4.60 -2.69
H 1.09 6.44 -4.03
H 0.54 0.17 -2.69
H -1.17 3.04 -5.21
H -0.92 1.91 -0.77
H -1.74 1.43 -2.26
Cl 1.79 -1.28 -1.78
C 2.51 -2.49 -2.89
C 1.52 -3.56 -3.26
Cl 1.12 -4.59 -1.86
H 3.39 -2.90 -2.40
H 2.84 -1.95 -3.78
H 1.94 -4.21 -4.03
H 0.59 -3.14 -3.65
Cl 0.45 -3.20 2.86
C 1.75 -3.79 1.80
C 2.33 -5.10 2.29
Cl 3.25 -4.89 3.80
H 2.51 -3.02 1.72
H 1.31 -3.94 0.81
H 3.03 -5.49 1.55
H 1.56 -5.85 2.46
Cl -8.75 4.24 -4.20
C -8.80 6.02 -4.29
C -7.80 6.57 -5.28
Cl -6.12 6.33 -4.75
H -8.62 6.41 -3.29
H -9.81 6.29 -4.59
H -7.95 7.64 -5.40
H -7.91 6.10 -6.26
Cl 2.56 0.74 3.98
C 1.69 -0.26 5.16
C 0.70 0.54 5.98
Cl 1.52 1.67 7.09
H 2.42 -0.76 5.80
H 1.16 -1.03 4.59
H 0.10 -0.13 6.59
H 0.03 1.12 5.34
Cl 7.24 0.91 -2.53
C 6.08 1.78 -3.57
C 4.73 1.12 -3.59
Cl 4.75 -0.46 -4.41
H 6.51 1.85 -4.57
H 5.99 2.79 -3.17
H 4.02 1.75 -4.13
H 4.35 0.97 -2.58
Cl -6.90 9.62 -6.41
C -5.32 9.34 -7.20
C -5.37 9.66 -8.68
Cl -6.37 8.49 -9.58
H -5.03 8.31 -7.02
H -4.61 10.00 -6.70
H -4.36 9.60 -9.10
H -5.76 10.66 -8.87
Cl 2.15 -3.12 7.49
C 3.89 -2.79 7.53
C 4.70 -4.01 7.92
Cl 4.43 -4.47 9.62
H 4.06 -1.96 8.21
H 4.18 -2.46 6.53
H 5.76 -3.80 7.81
H 4.45 -4.87 7.29
Cl -5.59 -0.62 1.37
C -4.58 0.47 2.37
C -5.31 0.95 3.60
Cl -6.65 2.06 3.20
H -4.26 1.30 1.74
H -3.70 -0.10 2.66
H -4.62 1.50 4.25
H -5.72 0.12 4.18
Cl 0.56 -7.06 0.71
C 1.24 -8.32 -0.35
C 0.24 -9.40 -0.68
Cl -0.17 -10.39 0.75
H 2.13 -8.73 0.14
H 1.56 -7.82 -1.27
H 0.65 -10.08 -1.42
H -0.69 -8.98 -1.07
Cl 6.14 -4.98 0.46
C 5.85 -6.12 1.80
C 7.14 -6.60 2.45
Cl 8.09 -7.64 1.36
H 5.27 -6.96 1.41
H 5.24 -5.60 2.53
H 6.91 -7.19 3.33
H 7.76 -5.76 2.75
Cl 7.63 -3.61 -2.14
C 8.53 -2.50 -3.21
C 9.33 -3.24 -4.26
Cl 10.69 -4.15 -3.55
H 9.17 -1.88 -2.58
H 7.79 -1.86 -3.69
H 9.76 -2.53 -4.96
H 8.72 -3.94 -4.81
Cl 1.39 -6.27 6.16
C 1.07 -7.41 7.49
C 2.34 -7.88 8.16
Cl 3.30 -8.93 7.09
H 0.49 -8.24 7.09
H 0.45 -6.87 8.22
H 2.09 -8.47 9.05
H 2.96 -7.05 8.47
Cl 6.72 0.91 0.95
C 5.87 1.20 2.49
C 5.44 2.64 2.65
Cl 6.83 3.74 2.86
H 6.53 0.89 3.30
H 5.00 0.55 2.50
H 4.82 2.74 3.54
H 4.87 2.98 1.79
Cl -11.13 0.07 3.96
C -9.80 -0.35 2.85
C -9.13 -1.65 3.22
Cl -8.21 -1.51 4.74
H -9.10 0.48 2.83
H -10.25 -0.44 1.85
H -8.42 -1.93 2.45
H -9.85 -2.46 3.34

- E (Ha) = -17796.43079
- net charge = +1
- multiplicity = 1
- LUMO (eV) = -4.19
- Kohn-Sham gap (eV) = 7.327


Entry 2:
ORCA calculation (ωB97M-V/def2-TZVPD) on a cluster of 3 separate species, C18H45N6O3P2 in total in a non-equilibrium geometry.

Atoms and positions in Å:
C -4.16 2.49 -2.50
C -3.24 2.86 -1.78
C -2.17 3.29 -0.94
O -0.96 3.44 -1.79
C 0.20 2.98 -1.19
C 0.99 2.00 -2.09
C 0.17 1.50 -3.27
H -4.73 2.03 -3.25
H -2.02 2.48 -0.22
H 0.05 2.50 -0.22
H 0.84 3.86 -1.00
H 1.32 1.16 -1.48
H 1.88 2.49 -2.48
H -0.77 1.03 -2.97
H 0.02 2.28 -4.01
H 0.75 0.72 -3.78
O -1.04 -1.64 -2.30
P -1.68 -2.81 -2.94
N -3.20 -2.93 -2.15
C -3.27 -3.42 -0.79
C -3.98 -1.70 -2.32
N -0.60 -4.06 -2.53
C -0.99 -5.33 -1.98
C 0.73 -3.66 -2.08
N -2.18 -3.65 -4.39
C -1.52 -3.13 -5.59
C -3.58 -3.95 -4.68
H -4.31 -3.39 -0.45
H -2.67 -2.84 -0.08
H -2.98 -4.47 -0.73
H -3.97 -1.38 -3.36
H -3.60 -0.87 -1.72
H -5.02 -1.88 -2.04
H -1.08 -5.30 -0.89
H -0.24 -6.10 -2.22
H -1.93 -5.68 -2.40
H 0.74 -3.38 -1.02
H 1.10 -2.82 -2.65
H 1.42 -4.50 -2.22
H -1.90 -2.15 -5.89
H -1.64 -3.82 -6.42
H -0.44 -3.03 -5.40
H -4.20 -3.06 -4.84
H -4.02 -4.55 -3.89
H -3.61 -4.54 -5.60
O 3.50 0.33 3.38
P 2.57 1.45 3.70
N 3.36 2.85 3.11
C 4.50 3.43 3.79
C 3.66 2.74 1.68
N 2.52 1.31 5.41
C 2.71 2.41 6.32
C 2.97 0.05 5.99
N 1.00 2.23 3.74
C -0.10 1.31 3.39
C 0.75 3.56 3.15
H 4.86 4.29 3.22
H 5.34 2.73 3.92
H 4.22 3.82 4.77
H 2.84 2.35 1.08
H 4.53 2.09 1.49
H 3.88 3.73 1.28
H 3.77 2.59 6.54
H 2.21 2.21 7.27
H 2.28 3.33 5.92
H 4.07 0.00 6.08
H 2.64 -0.79 5.39
H 2.54 -0.06 6.99
H -0.13 1.08 2.32
H -1.06 1.74 3.67
H 0.02 0.37 3.94
H 0.86 3.60 2.06
H 1.41 4.29 3.60
H -0.26 3.87 3.39

- E (Ha) = -1949.63444
- net charge = -1
- multiplicity = 1
- LUMO (eV) = 2.47
- energy above the lowest of the compared OMol25 structures with the same formula, charge and spin (kcal/mol) = 0.0
- Kohn-Sham gap (eV) = 3.967